[1]
9
Properties=species:S:1:pos:R:3:forces:R:3 method="wB97M-V/def2-TZVPD" homo_ev=-9.33 spin_multiplicity=1 orbital_gap_ev=9.71 e_lumo_ha=0.0142 smiles="O=C(O)CS" relative_energy_kj_mol=156.0 mol_weight_da=92.1
O 1.51873 -0.14475 0.08645 -2.180 3.696 0.852
C 0.62334 0.71831 0.24887 3.675 -2.727 -0.998
O 0.90097 2.06802 0.42540 1.077 -3.322 -0.394
C -0.82083 0.27332 0.19006 -1.173 0.446 -3.323
S -0.99725 -1.43820 -0.48050 3.260 -0.871 1.925
H 0.03213 2.35700 0.54263 -2.179 1.947 0.398
H -1.33671 0.46245 1.12080 -0.263 -0.030 0.150
H -1.37337 0.78714 -0.75775 1.232 -0.338 2.606
H 0.46137 -1.93123 0.05394 -3.448 1.199 -1.216

***

[2]
9
Properties=species:S:1:pos:R:3:forces:R:3 method="wB97M-V/def2-TZVPD" homo_ev=-9.70 spin_multiplicity=1 orbital_gap_ev=9.46 e_lumo_ha=-0.0090 relative_energy_kj_mol=297.9 mol_weight_da=92.1
C -0.93199 -0.50806 1.58283 -1.744 -3.240 0.325
C 0.47215 0.83727 -1.61814 0.307 -2.196 1.295
O 1.70882 -1.18353 -0.34943 -0.597 3.491 -0.490
O -0.48355 0.55006 1.35292 0.276 2.339 -0.246
S 1.61030 0.34591 -0.56138 -0.340 -2.680 -0.794
H -2.11235 -0.74719 1.62093 2.164 0.537 0.023
H -0.21818 -1.37720 1.71132 -0.799 0.310 0.052
H 0.30239 1.85223 -1.75252 0.314 1.913 -0.060
H -0.34760 0.23052 -1.98654 0.421 -0.475 -0.105